Entry from the OMol25 dataset: 3 unconnected molecules or ions with the total composition C30H65IN2O8P in a non-equilibrium geometry (ωB97M-V/def2-TZVPD).

```
107
Properties=species:S:1:pos:R:3:forces:R:3
H -5.8049 0.3930 0.6089 0.0 -0.1 -0.1
C -1.3138 0.9163 -6.0780 -0.2 -0.5 0.1
C -5.1843 1.2101 0.9742 0.4 0.2 0.3
H -5.7932 1.8914 1.5636 -0.2 -0.1 0.0
H 2.6674 0.3120 -5.7989 0.2 0.0 -0.1
C 0.1617 0.5173 -6.1300 -0.1 0.1 0.5
H 4.4825 0.6649 -2.9886 0.0 0.0 -0.2
C -2.5775 0.4439 -3.8806 -0.2 0.2 -0.5
C 0.4760 -3.7244 3.2806 -0.3 -0.2 0.4
O 0.9341 -5.4464 4.9982 -0.3 -0.1 0.1
H -1.6111 -0.9913 -5.1148 -0.1 -0.2 -0.2
H -1.1514 -0.6576 -1.2034 0.0 0.1 0.1
H 2.0033 1.1717 -2.1526 -0.1 0.0 -0.1
H -4.6436 0.4301 6.7735 -0.1 0.0 0.0
H -4.3646 1.4380 -3.1578 -0.1 0.1 0.0
O -2.0508 -0.8684 2.9455 -0.2 -0.3 0.1
H 3.7781 -1.1812 -4.4883 0.0 -0.1 0.0
C 7.1494 2.1047 -2.4501 0.3 0.1 0.1
H -3.8133 1.8160 8.6528 0.0 0.0 0.0
H -2.2043 1.1093 8.4805 0.0 0.0 -0.1
C -3.2391 -1.5690 2.7010 -0.4 0.5 0.2
H -0.1000 0.4522 -2.0552 0.1 0.1 0.1
H -0.7293 -5.4542 3.8564 -0.1 -0.1 0.0
H -1.9885 -2.7940 0.1016 -0.1 0.0 0.1
C -0.1101 -0.4500 -1.4466 0.0 -0.1 -0.1
H -0.9505 1.4802 0.4362 -0.1 -0.2 0.1
P 0.4363 1.3003 0.6733 0.6 0.8 0.0
H 1.2310 -3.2747 3.9196 0.2 0.2 -0.2
C 0.3021 -0.6775 3.4345 -0.1 -0.3 -0.2
O -0.1195 0.2560 4.1179 -0.5 0.7 0.5
C -2.1879 -0.0781 -5.2684 0.5 0.3 0.3
H 1.7858 2.9319 0.9897 0.1 0.1 0.0
H 0.7829 -5.8347 2.9883 -0.2 -0.2 -0.1
O 0.6257 -1.3673 0.7163 -0.1 -0.1 -0.5
H -5.2539 -1.0242 2.2288 -0.2 -0.1 0.1
H -2.6185 4.2433 -2.2992 0.1 0.0 0.0
H -1.8031 2.7011 -2.0266 0.0 -0.1 0.1
H -2.9654 -0.3816 -3.2837 0.0 0.0 0.1
H 0.8383 -3.6817 2.2571 0.1 0.0 -0.1
C 0.3154 -5.1835 3.7323 0.6 0.3 -0.1
C -3.5968 1.5932 -3.9211 0.4 -0.1 0.1
O 6.9142 0.8551 -1.8080 -0.1 0.0 -0.1
H 0.2403 -0.4222 -6.6818 0.2 0.0 -0.1
H 8.3296 2.9485 -0.8510 0.0 0.0 0.0
C 2.7928 0.6074 -1.6621 0.6 -0.1 0.3
C 0.7955 0.3524 -4.7398 0.2 0.3 -0.6
H 2.8350 -0.3323 0.3030 0.2 -0.1 0.0
H -1.4122 1.9077 -5.6364 0.0 0.2 -0.1
H -1.6822 0.8388 -3.4055 0.0 -0.2 0.2
O 1.4775 -1.0121 3.2357 0.4 -0.4 -0.2
H -3.4342 -2.2820 3.5066 0.0 -0.3 -0.1
O -2.9934 2.8613 -3.7329 -0.3 0.1 -0.1
N 1.2821 2.5501 0.1996 -0.3 -0.2 -0.1
H 2.6427 1.3742 -4.3798 0.2 0.2 -0.3
H -1.0235 -2.7480 4.4746 0.0 0.0 0.1
H 0.4707 -0.5919 -4.3113 -0.1 0.0 0.2
H 7.5671 4.1611 -1.8933 0.0 0.0 0.0
C -2.7546 -0.4587 6.2696 -0.1 -0.1 0.0
H -4.0786 1.6354 -4.8974 -0.1 0.0 -0.1
H -1.3782 -0.8645 0.8191 0.2 0.3 0.0
H -3.2963 -1.0860 8.7190 0.0 -0.1 0.0
H 0.4264 1.1768 -4.1292 -0.1 -0.1 0.3
C 3.0268 -0.6636 -3.8851 0.5 0.1 -0.3
H 6.5998 3.2612 -0.7128 0.0 0.0 0.0
C -4.3811 -0.5443 2.6729 0.6 0.0 -0.2
C 7.4263 3.1884 -1.4193 -0.1 0.0 0.1
C 0.7820 -0.3011 -0.2258 0.1 0.1 0.2
H 0.2564 -1.2692 -2.0690 0.0 -0.1 0.0
H -3.2001 -1.3359 5.7980 0.0 0.0 0.0
H 9.2127 1.7061 -2.9493 0.0 0.1 0.0
H 2.3323 -1.4373 -3.5526 -0.2 0.0 0.0
H -0.4418 -3.1541 -0.1314 0.1 -0.1 0.1
H -2.4797 0.2505 5.4893 0.1 0.0 0.0
O -4.1016 -0.8087 8.2703 -0.1 0.1 0.0
H 0.5527 1.0171 2.0397 -0.2 -0.2 -0.1
C 3.7351 -0.0648 -2.6776 -0.4 0.1 0.5
C -3.7145 0.1503 7.2748 0.3 0.0 0.0
H 2.3546 -1.4040 -1.0229 0.1 -0.2 0.1
H -3.1958 0.4246 1.1405 0.2 0.0 0.1
C -4.0141 0.6699 1.8101 -0.7 0.1 -0.2
C 2.2625 -0.3920 -0.6203 -0.5 0.2 -0.2
H 1.8673 -5.2472 4.9023 0.1 0.1 0.0
H -3.5568 2.8578 -1.7364 -0.1 -0.1 0.1
H -1.8326 -0.7813 6.7610 0.0 0.1 0.0
H -3.0890 -0.3284 -5.8272 -0.1 -0.1 0.0
C -0.6722 -1.6186 1.1745 -0.3 -0.8 0.1
C 8.2839 1.9816 -3.4571 -0.1 -0.1 -0.1
H 8.4485 2.9213 -3.9868 0.0 0.0 0.0
H -1.6996 0.9337 -7.0975 0.0 0.3 -0.1
H 4.2857 -0.8402 -2.1417 0.1 -0.1 -0.1
I -3.2688 2.2692 3.0358 0.2 0.0 -0.1
C -0.8131 -1.5696 2.7292 0.2 0.3 -0.1
H -4.8008 1.7836 0.1314 0.0 0.0 -0.1
H -3.2416 -2.0921 1.7368 0.1 -0.2 0.0
H 7.7112 0.6138 -1.3245 0.0 0.0 0.0
H 0.7249 1.2894 -6.6560 0.0 0.0 -0.2
C -0.8212 -2.9263 3.4152 0.1 -0.2 0.1
C -3.1133 1.3806 7.9366 -0.1 0.1 0.1
N -1.1120 -2.9277 0.5952 0.1 0.4 -0.1
H 3.3799 1.3467 -1.1238 -0.1 0.2 0.0
H -2.8535 2.1358 7.1939 0.0 0.0 0.0
H 8.0626 1.2032 -4.1879 0.0 0.0 0.0
H -4.6213 -0.2309 3.6855 -0.1 0.0 0.1
H 6.2221 2.3362 -2.9763 -0.1 -0.1 0.0
C 2.3416 0.4008 -4.7643 -0.6 -0.4 0.4
H -1.6321 -3.5571 3.0464 -0.1 0.1 -0.2
C -2.7278 3.1644 -2.3791 0.1 0.1 -0.1
```
Positions in Å, forces in eV/Å.

Computed properties:
Total charge   -1
2S+1   1

Entry from the OMol25 dataset: 4 unconnected molecules or ions with the total composition C30H65N3O4 in a non-equilibrium geometry (ωB97M-V/def2-TZVPD).

```
102
Properties=species:S:1:pos:R:3:forces:R:3
H -0.0698 0.6026 7.0891 0.8 0.1 0.8
H -2.1480 -3.5869 -6.4413 -0.1 -0.2 -0.3
N -1.5584 -2.9827 -4.0376 3.0 1.1 1.2
H 0.6453 -4.8550 -4.7219 0.1 0.9 0.2
H -3.7196 -4.7360 -4.4382 0.3 0.4 -0.2
C 4.6779 -1.1183 3.3158 0.9 0.4 -0.4
O 5.0655 0.7505 0.7991 0.1 0.6 0.2
C -2.7535 -5.1871 -4.2119 0.4 0.0 0.8
C -3.0027 3.1269 0.0970 2.1 0.3 1.0
C -0.2086 -5.0952 -4.0886 -0.3 -0.4 0.4
H -2.3370 1.0899 -0.5616 0.3 0.3 0.6
H -2.7249 -6.1485 -4.7247 0.1 0.0 0.1
C 5.7508 -1.9872 1.1608 1.6 0.6 0.4
H 5.7571 -2.3647 0.1382 -0.9 0.3 -0.2
H -3.8492 6.3111 -1.3405 -1.2 -0.5 0.0
H -0.4308 -5.7033 -2.0003 -0.7 0.6 0.2
H 0.4455 2.2756 6.6294 0.5 0.0 0.6
C 2.1848 1.1458 2.2032 1.0 1.0 0.3
H -0.3164 -6.1397 -4.3811 -0.5 -0.2 0.2
H 1.5810 -1.3440 -0.1365 0.6 -0.1 -0.1
C -1.4007 -4.3126 -6.1202 -0.3 0.8 0.3
H -1.2886 2.4305 6.1435 -1.0 0.5 0.3
C -0.7885 -1.1941 -2.3736 -0.4 -0.6 -0.9
C 1.5988 -0.9655 0.8856 2.3 0.1 0.9
H 1.4464 0.8889 6.0813 0.0 -0.1 0.4
C -0.4460 1.1212 5.2223 0.8 1.2 -1.6
H -1.4029 -0.0536 3.9140 -0.5 -0.9 0.2
H 1.0269 -3.0551 -2.6471 -0.3 0.4 -0.8
C -1.1792 -2.6477 -2.6154 0.2 -1.8 0.3
H -3.3022 4.9872 -2.3141 0.9 0.1 0.0
H 2.1752 0.5576 3.1208 -0.7 -0.2 -0.1
C -0.0923 4.4118 -1.3904 -0.3 -1.9 -0.5
C -1.4902 -4.3449 -4.5352 -0.2 -1.0 -2.3
H -1.5704 -5.2590 -6.6337 -0.4 -0.2 0.5
H -4.6136 2.2489 1.2251 -0.4 0.3 0.0
H -0.4509 -3.9961 -6.5513 0.3 0.4 0.6
C 0.1341 -4.9829 -2.5919 0.0 0.5 -0.9
O -2.6309 -2.2590 -4.5049 -1.8 -0.1 0.1
C -2.2953 -3.0186 -1.6181 -0.7 0.2 -0.3
C -3.9597 4.2052 -0.4272 -1.1 0.2 -0.5
C 2.0725 -2.1087 1.8687 -1.9 1.7 -1.7
N 4.0662 -0.1531 1.0695 -2.7 -2.3 -0.2
H -0.3437 5.6816 1.7575 0.0 -0.3 0.2
H 4.6220 -1.9897 3.9682 0.1 -0.3 -0.3
C 0.4445 1.2211 6.3535 0.7 -0.5 1.4
H 5.6917 -0.7216 3.3691 0.1 0.1 0.5
H -2.7252 -5.3477 -3.1342 -0.3 -0.4 0.0
C 2.6194 0.3176 1.0022 -0.3 -1.9 -1.0
H 1.0178 4.8617 0.9066 -0.3 -0.5 0.2
C 0.0949 5.4302 0.7918 -0.5 0.5 0.2
H 3.6118 -3.0493 0.6871 -0.3 0.3 -0.4
H -2.0506 2.3469 -1.7285 -0.1 0.3 0.0
H 0.3762 3.4590 -1.1437 0.3 -0.2 0.1
H -4.7060 3.6657 -1.0104 0.2 -0.2 -0.6
H -4.6518 4.4954 0.3633 0.7 0.8 0.5
C -3.3332 5.3524 -1.2875 -0.6 -0.7 2.0
H 1.3213 1.7864 2.0241 -0.5 -0.7 0.0
H -0.6748 4.1585 -2.2762 -0.3 0.3 -0.1
C -0.6801 -0.2418 4.7079 -0.4 -0.5 -0.6
H 2.9166 1.9068 2.4745 0.6 0.1 -0.4
C -2.0679 5.8861 -0.6324 2.7 -1.6 -1.0
C -0.9412 4.7830 -0.1672 -0.6 2.5 -1.1
H -0.8771 2.9286 1.9370 0.2 -0.2 0.3
H -3.2865 -2.6900 -1.9307 0.0 0.0 -0.7
H 0.5534 -0.6950 1.0338 0.1 0.5 0.6
H -2.1912 6.6443 0.1410 -0.4 -0.3 0.0
H 3.1142 1.8452 -0.4823 0.3 -0.2 -0.1
H 1.1322 -5.4043 -2.4726 0.4 0.5 0.1
H 5.2503 0.5812 -0.1276 0.3 0.2 -0.2
O -0.8258 2.7511 0.9950 0.2 -0.3 -0.1
H 6.1718 -2.8215 1.7219 -0.6 -0.2 0.5
H 0.0350 1.8091 4.5268 -0.2 -0.3 -1.2
H 1.3731 -2.9074 1.6218 -0.1 -0.3 0.9
H 6.6089 -1.3157 1.1926 -0.1 0.5 0.0
H 3.6230 -3.3390 2.3525 0.8 0.2 0.3
H 2.3115 0.4229 -1.2333 0.7 -0.5 0.3
H 0.1788 -1.0436 -2.8529 -0.4 0.7 -0.6
H -1.6778 -0.6955 -2.7592 0.6 1.1 0.0
H 0.2300 -3.2480 -1.2033 -0.1 -0.4 0.4
H 4.0355 -0.3693 3.7788 -0.2 0.1 -0.5
H 2.0144 -1.6921 2.8743 -0.5 -0.5 0.3
H -1.6219 6.3422 -1.5163 0.6 0.7 0.4
C 4.4712 -1.3707 1.7761 0.2 -1.2 0.7
H -3.5183 3.1041 2.2973 0.2 0.1 -0.2
C 2.4207 1.0187 -0.3271 -0.7 1.6 0.0
H -2.2365 -2.4701 -0.6781 0.7 -0.4 0.3
C -2.7197 2.0444 -0.9230 -0.7 -0.9 -1.0
H -2.3379 -1.3931 -4.7983 0.6 -0.1 -0.2
H -2.3597 -4.1008 -1.5047 0.1 0.1 0.4
C 3.4660 -2.5328 1.6359 0.0 -0.1 -0.5
N -1.6844 3.7467 0.4889 -0.9 0.4 0.8
C 0.0865 -3.4518 -2.2644 0.4 -1.4 1.0
H -0.5992 -0.9522 -1.3277 -0.5 -0.3 0.1
H -3.6638 1.7415 -1.3758 -0.2 0.1 -0.3
O -1.6658 1.7262 5.6113 -0.3 -0.1 -0.1
C -3.5641 2.4837 1.4022 -0.8 -0.4 -0.9
H 0.4586 6.3888 0.4219 -0.3 0.1 -0.5
H -0.9728 -0.8680 5.5506 -0.9 0.0 -0.2
H 1.4621 1.5370 -0.3027 -0.3 0.1 0.3
H -3.1896 1.4768 1.5872 0.7 0.3 0.1
H 0.1253 -0.8338 4.2731 0.5 0.8 -0.1
H 0.7302 5.0457 -1.7218 -0.3 0.5 0.5
```
Positions in Å, forces in eV/Å.

Computed properties:
2S+1   1
SMILES   CC1(C)CCCC(C)(C)N1O.CC1(C)CCCC(C)(C)N1O.CC1(C)CCCC(C)(C)N1O.CC(C)O

Sequential energy above the lowest of the compared OMol25 structures with the same formula, charge and spin output: 0.00 264.47 kJ/mol
Sequential lowest unoccupied orbital energy output: 2.33 0.60 eV
Sequential HOMO energy output: -5.0 -7.9 eV